C2Na9O6 | wB97M-V/def2-TZVPD

LUMO energy ... -21.51 eV
Energy ... -54025.1914 eV
HOMO energy ... -24.580 eV
Frontier orbital gap ... 3.07 eV

ORCA input file:
```
! RIJCOSX wB97M-V def2-TZVPD def2/J DEFGRID3
* xyz 5 1
Na -2.90911 -1.13690 0.54395
Na 0.86474 0.71214 -1.20004
Na -1.53880 -1.88098 -1.32822
Na 1.86241 0.44153 1.41932
Na -2.65250 1.97445 0.52692
Na -2.05094 0.58592 -1.28112
Na -0.50088 -1.04428 2.27543
Na -1.10099 2.58263 -1.11267
Na 0.39827 -1.84610 0.19401
C 2.47688 -0.53076 -0.50667
O 2.78208 -0.40889 -1.64869
O 1.44538 -0.46485 0.00902
O 3.25885 -0.22845 0.34889
C -0.53176 0.31840 0.36013
O 0.27892 0.29106 1.34120
O -1.01546 -0.75010 0.08838
O -1.06703 1.38524 -0.02988
*
```



C28H56AgF12N2O12 | wB97M-V/def2-TZVPD

LUMO energy ... 1.99 eV
Energy ... -94097.2579 eV
HOMO energy ... -4.016 eV
Frontier orbital gap ... 6.01 eV

ORCA input file:
```
! RIJCOSX wB97M-V def2-TZVPD def2/J DEFGRID3
* xyz -1 1
Ag -8.54443 19.93755 -14.74653
C -9.81540 16.92874 -13.32972
O -10.47245 18.21238 -13.33423
O -8.79583 17.09770 -14.29911
C -9.40987 16.25007 -11.96863
F -10.36549 16.24944 -11.03366
F -9.08857 14.97001 -12.06367
F -8.41494 16.86375 -11.38244
C -11.59888 18.29670 -12.47744
C -12.29864 19.59868 -12.71467
H -11.66484 20.42084 -12.38234
H -12.49490 19.90617 -13.74181
H -13.22946 19.54276 -12.15027
H -11.22794 18.34181 -11.45350
H -12.26179 17.43507 -12.55651
H -10.63757 16.29215 -13.65665
C -4.83063 19.90170 -13.56331
O -3.86478 20.17222 -14.65406
O -6.04350 20.33552 -14.03976
C -4.63346 18.50065 -12.93805
F -4.38413 17.57550 -13.84664
F -3.56599 18.40557 -12.05232
F -5.68978 18.09853 -12.22350
C -2.48510 20.35945 -14.25432
C -1.68634 20.80911 -15.46032
H -1.66967 19.98163 -16.16962
H -2.18419 21.66105 -15.92340
H -0.61949 20.94391 -15.28211
H -2.02054 19.44408 -13.88774
H -2.24120 21.03993 -13.43850
H -4.59474 20.59668 -12.75742
C -9.94253 23.32960 -12.84438
O -9.49916 23.32174 -11.48552
O -9.24402 22.20462 -13.34529
C -11.47083 23.56964 -13.11143
F -11.72486 24.90520 -12.96996
F -11.99720 23.23233 -14.28431
F -12.14983 22.96160 -12.18553
C -9.77070 24.43320 -10.55303
C -8.63332 25.43530 -10.62855
H -8.55954 25.87299 -11.62409
H -8.78699 26.26438 -9.93783
H -7.63786 25.02741 -10.45311
H -9.70574 23.92263 -9.59221
H -10.71151 24.98319 -10.57527
H -9.43779 24.23620 -13.17817
C -10.00779 19.96665 -17.64548
O -10.15054 20.68061 -18.85742
O -8.72595 20.33097 -17.19564
C -11.20685 20.18084 -16.66472
F -11.53199 21.44757 -16.56723
F -12.35694 19.48966 -16.98412
F -10.80868 19.82826 -15.48864
C -11.23777 20.30624 -19.71605
C -10.97367 21.04237 -21.02422
H -11.38214 20.61065 -21.93793
H -11.36579 22.05933 -21.03609
H -9.96309 21.13190 -21.42273
H -12.23069 20.62542 -19.39932
H -11.30942 19.23282 -19.89139
H -10.00141 18.94166 -18.01621
C -5.24693 19.65078 -20.04598
O -5.58866 20.53668 -18.97599
C -4.49250 21.18971 -18.36138
C -4.96603 22.38225 -17.46788
N -6.23645 21.99641 -16.60371
H -6.89206 21.49723 -17.18773
H -5.98719 21.36360 -15.85703
C -6.96311 23.10738 -15.91655
C -6.31647 23.54142 -14.56590
O -4.99014 23.84839 -14.72497
C -4.28684 24.10278 -13.54987
H -4.19233 19.38643 -20.12373
H -5.56578 20.09539 -20.98872
H -5.79480 18.74009 -19.80392
H -3.88007 21.64367 -19.14045
H -3.86414 20.48613 -17.81526
H -5.22322 23.18988 -18.15321
H -4.19641 22.76375 -16.79688
H -7.92687 22.61562 -15.78452
H -7.10851 23.88657 -16.66477
H -6.45650 22.84062 -13.74287
H -6.97091 24.35559 -14.25458
H -3.92693 23.16880 -13.11831
H -4.90100 24.58871 -12.79174
H -3.34702 24.65315 -13.59375
C -3.67335 19.56359 -9.17921
O -4.47760 20.35719 -9.99282
C -5.34916 21.17133 -9.20351
C -6.24115 22.05167 -10.10372
N -7.02857 21.27386 -11.19289
H -7.71821 21.84872 -11.65553
H -6.38216 21.10720 -11.95083
C -7.78404 20.01191 -10.95581
C -8.99927 20.27046 -10.14797
O -8.81455 20.87388 -8.85336
C -10.03583 20.98035 -8.19806
H -3.67124 18.55564 -9.59409
H -4.01561 19.57860 -8.14444
H -2.64929 19.93657 -9.16187
H -4.84686 21.81869 -8.48467
H -6.03009 20.57314 -8.59803
H -5.70569 22.79926 -10.68894
H -7.01943 22.66529 -9.65000
H -7.13478 19.24983 -10.52479
H -7.99105 19.65184 -11.96358
H -9.51505 19.32757 -9.96622
H -9.60033 20.95231 -10.74956
H -10.43657 19.99394 -7.96462
H -10.68223 21.56993 -8.84820
H -9.94380 21.56936 -7.28554
*
```



C8H11NO4 | wB97M-V/def2-TZVPD

LUMO energy ... 0.46 eV
Energy ... -18152.4812 eV
SMILES ... CCOC[C@H]1COC(=O)[C@H]1OC#N
HOMO energy ... -10.562 eV
Frontier orbital gap ... 11.03 eV

ORCA input file:
```
! RIJCOSX wB97M-V def2-TZVPD def2/J DEFGRID3
* xyz 0 1
C 2.71150 -0.68240 0.36926
C 2.48371 0.46411 -0.64051
O 1.45895 1.36960 -0.25367
C 0.16981 1.03583 -0.69405
C -0.48582 -0.07236 0.14414
C -0.59622 0.44563 1.60522
O -1.91327 1.03870 1.73810
C -2.67323 0.83276 0.64203
O -3.67544 1.41540 0.38488
C -1.96523 -0.27985 -0.08273
O -2.41465 -0.57013 -1.42414
C -2.25057 -1.81447 -1.72491
N -1.94351 -2.90744 -1.93297
H 2.31052 -0.35127 1.32650
H 3.77564 -0.87251 0.47638
H 2.18649 -1.57908 0.04637
H 2.31617 0.08045 -1.65034
H 3.39793 1.05662 -0.67078
H -0.44333 1.93452 -0.57438
H 0.14287 0.79053 -1.76199
H 0.01018 -1.03229 0.03700
H 0.08008 1.25878 1.84295
H -0.45387 -0.39999 2.27942
H -2.22872 -1.16116 0.51823
*
```



C23H27BrN3O8Re | wB97M-V/def2-TZVPD

LUMO energy (alpha / beta) ... -3.84 / -3.45 eV
Energy ... -117309.1056 eV
HOMO energy (alpha / beta) ... -11.320 / -11.123 eV
Frontier orbital gap (alpha / beta) ... 7.48 / 7.67 eV

ORCA input file:
```
! RIJCOSX wB97M-V def2-TZVPD def2/J DEFGRID3
* xyz 1 2
Re -0.52755 -0.41739 0.15600
O 0.40064 -4.34872 0.16934
C 0.59244 -3.20495 0.44167
O 0.10958 -2.19644 -0.34853
C 1.36826 -2.73559 1.63169
C 2.19920 -1.49092 1.29549
C 3.20463 -1.20300 2.40210
C 2.29147 -0.65864 3.53791
C 0.90790 -0.74937 2.90866
O 1.21187 -0.40547 1.49756
C 0.43448 -2.19451 2.78934
C -1.04775 -2.27371 2.45973
O -1.74180 -3.15540 2.88221
O -1.52950 -1.30149 1.66080
H 1.98420 -3.56747 1.95310
H 2.58782 -1.44455 0.28426
H 3.93370 -0.46185 2.08317
H 3.73929 -2.10969 2.68188
H 2.53381 0.37532 3.77615
H 2.34517 -1.24558 4.45387
H 0.17051 -0.06692 3.30296
H 0.57090 -2.75280 3.70957
O -5.69213 -2.20339 -2.88317
C -4.57675 -1.82784 -2.25649
C -3.86344 -2.63396 -1.37944
C -2.74059 -2.12600 -0.78935
N -2.25590 -0.87443 -1.02262
C -2.96115 -0.11748 -1.88810
Br -2.39998 1.62521 -2.30970
C -4.10859 -0.54431 -2.50575
H -5.94195 -3.10356 -2.64586
H -4.17628 -3.64348 -1.14377
H -2.19538 -2.73641 -0.09177
H -4.63970 0.10707 -3.18464
C -1.76931 3.54243 0.87499
C -1.05323 2.37499 1.52449
C -1.83930 1.88100 2.72789
C 0.36349 2.77970 1.89586
O -1.02837 1.31759 0.51495
H -1.82547 4.37556 1.57663
H -2.78402 3.25748 0.58537
H -1.23576 3.87815 -0.01989
H -2.04903 2.71538 3.39881
H -1.29325 1.11771 3.28261
H -2.78600 1.44439 2.40347
H 0.33252 3.66351 2.53474
H 0.94338 3.02487 1.00110
H 0.88153 1.98707 2.42883
N 3.66689 2.76321 -4.81753
C 3.67342 1.50112 -4.32446
O 4.52554 0.67823 -4.57932
C 2.55454 1.13274 -3.37494
C 1.83021 2.03974 -2.62137
C 0.90616 1.58297 -1.70453
N 0.66043 0.27460 -1.51064
C 1.33509 -0.60613 -2.28851
C 2.28669 -0.21232 -3.20127
H 4.39222 3.00827 -5.47021
H 2.88393 3.38180 -4.72440
H 1.97941 3.10935 -2.70716
H 0.33958 2.26710 -1.09447
H 1.08736 -1.64602 -2.16123
H 2.83393 -0.94675 -3.77807
*
```



C50H130N10O15 | wB97M-V/def2-TZVPD

LUMO energy ... 0.14 eV
Energy ... -99554.1966 eV
SMILES ... COC[C@H](C)N.COC[C@H](C)N.COC[C@H](C)N.COC[C@H](C)N.COC[C@H](C)N.COCCNCCOC.COCCNCCOC.COCCNCCOC.COCCNCCOC.COCCNCCOC
HOMO energy ... -8.619 eV
Frontier orbital gap ... 8.76 eV

ORCA input file:
```
! RIJCOSX wB97M-V def2-TZVPD def2/J DEFGRID3
* xyz 0 1
C -4.95880 -9.11447 -5.49454
O -4.42867 -8.01872 -4.78911
C -3.03264 -8.02260 -4.62668
C -2.30919 -6.79449 -5.23526
C -2.55367 -6.68743 -6.75130
N -0.91422 -6.72939 -4.84987
H -6.02342 -9.23151 -5.29207
H -4.34851 -9.99594 -5.29792
H -4.84805 -9.04553 -6.57670
H -2.70073 -7.97772 -3.58942
H -2.60076 -9.00093 -4.83750
H -2.87883 -5.97371 -4.79943
H -2.11118 -7.58888 -7.17520
H -2.05769 -5.80750 -7.16097
H -3.63136 -6.67446 -6.91412
H -0.82237 -6.65228 -3.84702
H -0.25925 -7.48060 -5.01358
C 2.80569 -3.18978 3.32052
O 2.38769 -3.90848 2.17836
C 1.19450 -3.39271 1.61660
C 0.45471 -4.43104 0.73960
C -0.08066 -5.66666 1.49953
N 1.11119 -4.81694 -0.46337
H 2.89048 -2.13264 3.06876
H 3.83425 -3.51647 3.47365
H 2.28378 -3.35937 4.26230
H 0.62076 -2.90199 2.40281
H 1.52024 -2.53292 1.03114
H -0.43423 -3.86564 0.45994
H -0.35247 -5.32637 2.49874
H 0.69629 -6.42776 1.57142
H -0.88173 -6.20438 0.99235
H 2.06074 -4.79071 -0.12020
H 1.00578 -4.07875 -1.14460
C -5.34108 -0.46034 3.36172
O -5.72955 -1.60922 4.09270
C -4.66344 -2.06116 5.07643
C -4.84760 -3.48903 5.47558
C -5.07334 -4.37731 4.25952
N -5.93555 -3.54217 6.47800
H -6.12529 -0.42402 2.60555
H -4.37612 -0.53749 2.86073
H -5.42890 0.46503 3.93100
H -3.73500 -1.85010 4.54581
H -4.66166 -1.40972 5.95033
H -3.96554 -3.86130 5.99662
H -4.33411 -4.20822 3.47655
H -5.96922 -4.14250 3.68474
H -5.05962 -5.38271 4.68033
H -5.85944 -2.65428 6.95334
H -5.93961 -4.31147 7.13241
C -5.51663 5.76056 1.32690
O -4.65327 6.66906 0.69928
C -4.44235 7.81236 1.57723
C -3.76492 8.87934 0.63353
C -2.42151 8.34716 -0.07131
N -3.28334 10.00120 1.43566
H -5.81211 5.01574 0.58796
H -6.47852 6.20832 1.57666
H -5.20120 5.26196 2.24341
H -5.28899 8.27972 2.08010
H -3.69163 7.58543 2.33422
H -4.42989 9.13308 -0.19202
H -1.61919 8.50448 0.64954
H -2.06958 9.00457 -0.86634
H -2.38859 7.31108 -0.40827
H -2.64344 9.66643 2.14174
H -2.59963 10.46141 0.85184
C 3.16036 0.50894 9.71892
O 4.22992 1.30560 10.27488
C 3.84015 2.61357 10.79153
C 3.11334 2.60652 12.17919
C 2.44660 3.95664 12.49615
N 4.02580 2.32125 13.23624
H 2.78696 -0.05243 10.57539
H 3.45323 -0.20647 8.95048
H 2.44074 1.15546 9.21666
H 4.66980 3.31840 10.84640
H 3.26182 3.09810 10.00485
H 2.35470 1.82774 12.10116
H 1.87115 4.29270 11.63358
H 3.26286 4.66670 12.62896
H 1.84950 3.82539 13.39857
H 4.31359 1.35334 13.25674
H 3.72258 2.76159 14.09313
C 2.51056 9.26897 2.37925
O 1.53268 8.66480 3.31111
C 1.83324 7.26995 3.65306
C 1.04335 6.75982 4.73309
N -0.41152 6.58164 4.63335
C -1.01817 6.10730 5.90215
C -2.26935 5.25074 5.64323
O -2.67528 4.73705 6.92670
C -3.96502 4.09108 6.94891
H 2.51014 8.72995 1.43185
H 3.49979 9.12802 2.81474
H 2.44040 10.35338 2.29420
H 2.88672 7.42194 3.88792
H 1.84008 6.53257 2.85035
H 1.29834 7.37594 5.59534
H 1.41281 5.74833 4.90187
H -0.97388 7.38797 4.40168
H -1.36505 6.96721 6.47515
H -0.37705 5.40635 6.43670
H -2.17609 4.43458 4.92680
H -3.05841 5.88609 5.24095
H -4.21984 3.64946 7.91230
H -4.02545 3.19981 6.32434
H -4.73625 4.72466 6.51088
C 1.38815 0.59386 -6.00534
O 2.30276 -0.36325 -6.04188
C 1.78071 -1.59152 -5.43196
C 2.98403 -2.63031 -5.31362
N 3.84758 -2.09215 -4.42444
C 5.17572 -2.74618 -4.43067
C 6.04890 -2.58035 -5.70025
O 6.15156 -1.21955 -6.11907
C 6.82097 -0.38167 -5.18298
H 0.52369 0.26548 -6.58240
H 1.69521 1.47134 -6.57443
H 0.98998 0.95032 -5.05535
H 0.98984 -2.04055 -6.03280
H 1.30087 -1.47010 -4.46083
H 3.33007 -3.06701 -6.25045
H 2.67965 -3.53929 -4.79477
H 4.02452 -1.12543 -4.65736
H 5.05068 -3.79538 -4.16300
H 5.72555 -2.41200 -3.55085
H 5.79296 -3.35090 -6.42746
H 7.07041 -2.85105 -5.43315
H 7.74204 -0.75413 -4.73463
H 6.22825 -0.05893 -4.32704
H 7.17528 0.51030 -5.69965
C 14.03494 3.36383 -1.46956
O 12.90490 2.62576 -0.94999
C 12.47730 1.60200 -1.84677
C 11.64062 0.65855 -1.01935
N 10.25638 1.18383 -0.80196
C 9.57833 0.42409 0.28918
C 8.17810 1.02761 0.46911
O 8.14180 2.01910 1.58877
C 7.14960 3.01248 1.60772
H 14.89348 2.71167 -1.62984
H 14.17990 4.09260 -0.67208
H 13.77051 3.87198 -2.39690
H 13.28949 0.98215 -2.22656
H 11.92151 1.98661 -2.70191
H 12.16445 0.29393 -0.13574
H 11.53450 -0.27731 -1.56800
H 10.20089 2.12794 -0.44750
H 10.11709 0.43751 1.23663
H 9.48543 -0.63387 0.04388
H 7.58555 0.15493 0.74367
H 7.81268 1.38075 -0.49519
H 7.29679 3.38748 2.62054
H 6.18822 2.50330 1.54007
H 7.42138 3.81068 0.91698
C -7.67196 -8.32389 -11.37772
O -6.54351 -7.38187 -11.56669
C -6.68203 -5.98423 -11.36729
C -7.08220 -5.64407 -9.99778
N -7.58283 -4.27610 -9.85677
C -8.04978 -3.88062 -8.51119
C -7.63746 -2.46062 -8.24761
O -6.18282 -2.16616 -8.31844
C -5.67148 -1.07138 -7.57846
H -8.30348 -8.13294 -12.24538
H -8.21872 -8.28407 -10.43562
H -7.31205 -9.31936 -11.63773
H -7.38147 -5.54407 -12.07803
H -5.72546 -5.51535 -11.59800
H -6.32626 -5.74050 -9.21846
H -7.95374 -6.22668 -9.69933
H -6.92837 -3.56621 -10.15314
H -7.58078 -4.44780 -7.70717
H -9.13157 -3.96739 -8.40978
H -8.05090 -2.32646 -7.24802
H -8.09402 -1.74690 -8.93337
H -6.20802 -1.20651 -6.63933
H -5.76586 -0.02775 -7.87852
H -4.63483 -1.32702 -7.35917
C -3.55873 -1.99608 -1.37020
O -3.55260 -0.74194 -0.64632
C -2.83172 0.20279 -1.35005
C -2.60475 1.44643 -0.59324
N -1.54325 1.09384 0.37412
C -1.15939 2.26364 1.09365
C -0.15269 1.81529 2.20901
O -0.89013 1.08765 3.15607
C -0.25588 0.87595 4.40387
H -4.10522 -2.74152 -0.79248
H -2.51171 -2.24067 -1.54915
H -4.06707 -1.92082 -2.33147
H -3.29585 0.47394 -2.29829
H -1.84637 -0.12482 -1.68149
H -3.47286 1.95723 -0.17663
H -2.38199 2.20896 -1.33958
H -1.81530 0.37835 1.03304
H -1.99037 2.84230 1.49703
H -0.55732 2.96445 0.51531
H 0.04906 2.77538 2.68400
H 0.77250 1.37175 1.84102
H -0.75438 0.11862 5.00890
H -0.16711 1.77527 5.01334
H 0.74157 0.47429 4.22536
*
```



C6H6O | wB97M-V/def2-TZVPD

LUMO energy ... 0.41 eV
Energy ... -8361.0567 eV
SMILES ... C#CC=C=CCO
HOMO energy ... -9.145 eV
Frontier orbital gap ... 9.56 eV

ORCA input file:
```
! RIJCOSX wB97M-V def2-TZVPD def2/J DEFGRID3
* xyz 0 1
C -1.99652 -2.11631 -0.49252
C -1.53444 -1.01876 -0.69317
C -0.95812 0.26918 -0.92449
C -0.78572 1.14984 0.05031
C 0.00222 1.57083 0.99996
C 1.26945 0.46681 0.72461
O 2.50404 0.21199 1.33873
H -2.43897 -3.07045 -0.31587
H -0.56566 0.47603 -1.91963
H -0.20344 2.42271 1.66038
H 0.67367 -0.43113 0.79923
H 1.50465 0.78274 -0.28577
H 2.50864 -0.70444 1.65291
*
```